1 | Entry from OMol25: a 2-piece molecular cluster, C3H9N3 overall (wB97M-V/def2-TZVPD).

Geometry (Å):
C (1.56, -0.75, 1.12)
C (1.82, 0.30, 0.35)
N (1.68, 0.35, -1.05)
H (1.61, -0.67, 2.19)
H (1.27, -1.71, 0.72)
H (2.13, 1.25, 0.77)
H (1.70, -0.56, -1.46)
H (2.42, 0.90, -1.48)
N (-1.49, 0.44, -1.04)
C (-2.10, 0.21, 0.16)
N (-3.11, -0.54, 0.30)
H (-1.88, -0.10, -1.79)
H (-0.49, 0.62, -1.05)
H (-1.67, 0.75, 1.01)
H (-3.45, -0.49, 1.25)

SMILES: [H]/N=C/N.C=CN
HOMO-LUMO gap, eV: 9.9
Net charge: 0
Highest occupied orbital energy, eV: -8.94

Mulliken atomic charge list, values in e, 8 entries: -0.733, 0.043, -0.556, 0.258, 0.225, 0.288, 0.200, 0.221

---

2 | Entry from OMol25: one molecule with the formula C3H9N3 (wB97M-V/def2-TZVPD).

Geometry (Å):
C (-1.14, 0.96, -0.32)
C (0.20, 0.94, 0.67)
C (1.79, -0.74, -0.37)
N (-1.69, -0.32, -0.13)
N (-0.81, -1.23, -0.36)
N (0.71, -0.39, 0.64)
H (-1.84, 1.73, 0.00)
H (-0.73, 1.07, -1.35)
H (0.90, 1.71, 0.31)
H (0.16, 1.10, 1.75)
H (2.61, -0.09, -0.42)
H (2.16, -1.63, 0.07)
H (1.15, -0.76, -1.27)
H (-2.37, -0.27, 0.70)
H (-1.09, -2.09, 0.07)

HOMO-LUMO gap (spin up / spin down), eV: 8.7 / 8.7
Net charge: 0
Highest occupied orbital energy (spin up / spin down), eV: -7.70 / -7.70

Mulliken atomic charge list, values in e, 8 entries: -0.456, -0.437, -0.768, -0.142, -0.440, -0.426, 0.359, 0.251

---

Tell me which of them is the most stable. Sure, it is 1.

---

1 | Entry from OMol25: a 3-piece molecular cluster, C3H12O2S2 overall (wB97M-V/def2-TZVPD).

Geometry (Å):
C (-0.89, 0.88, -2.35)
C (0.48, 1.33, -1.91)
S (1.07, 0.91, -0.23)
S (-0.70, 1.21, 0.86)
C (-0.48, -0.02, 2.19)
H (-0.94, -0.19, -2.46)
H (-1.71, 1.25, -1.75)
H (-1.02, 1.30, -3.35)
H (0.66, 2.39, -2.05)
H (1.21, 0.86, -2.56)
H (-0.79, 0.43, 3.12)
H (0.58, -0.28, 2.25)
H (-0.98, -0.93, 1.87)
H (2.18, -2.22, 0.88)
H (1.83, -1.46, -0.41)
O (2.06, -2.34, -0.07)
H (-2.17, -3.27, 0.01)
H (-1.44, -1.90, 0.06)
O (-1.75, -2.63, 0.60)

SMILES: CCSSC.O.O
HOMO-LUMO gap, eV: 8.7
Net charge: 0
Highest occupied orbital energy, eV: -8.27

Mulliken atomic charge list, values in e, 8 entries: -1.066, -0.430, -0.154, -0.080, -0.593, 0.243, 0.374, 0.363

---

2 | Entry from OMol25: a 3-piece molecular cluster, C3H12O2S2 overall (wB97M-V/def2-TZVPD).

Geometry (Å):
C (-0.86, 0.18, 1.06)
C (-2.35, 0.09, 1.42)
C (-0.55, 0.36, -0.40)
S (1.28, 0.25, -0.58)
S (1.71, -0.27, -2.47)
H (-0.39, -0.71, 1.55)
H (-0.40, 0.93, 1.67)
H (-2.97, -0.59, 0.87)
H (-2.55, -0.24, 2.44)
H (-2.80, 1.08, 1.45)
H (-0.86, 1.31, -0.78)
H (-0.90, -0.47, -1.02)
H (1.35, -1.58, -2.62)
H (1.16, -3.83, -0.39)
H (-0.18, -3.10, -0.39)
O (0.49, -3.44, -0.96)
H (-2.00, 2.59, 4.83)
H (-1.51, 2.89, 3.45)
O (-2.20, 3.14, 4.06)

SMILES: CCCSS.O.O
HOMO-LUMO gap, eV: 9.1
Net charge: 0
Highest occupied orbital energy, eV: -8.71

Mulliken atomic charge list, values in e, 8 entries: -0.434, -1.237, -0.563, -0.073, -0.229, 0.292, 0.305, 0.364

---

Tell me which of them is the most stable. Sure, it is 1.

---

1 | Entry from OMol25: a 3-piece molecular cluster, C3H12O2S2 overall (wB97M-V/def2-TZVPD).

Geometry (Å):
C (-1.35, 1.03, -2.63)
C (-0.29, 1.12, -1.61)
S (-1.08, 1.52, -0.02)
S (-2.59, 0.20, 0.03)
C (-1.63, -1.30, 0.63)
H (-1.89, 0.09, -2.41)
H (-2.01, 1.83, -2.49)
H (-0.89, 1.06, -3.69)
H (0.35, 1.98, -1.80)
H (0.25, 0.09, -1.51)
H (-0.71, -0.84, 1.15)
H (-1.24, -2.05, -0.16)
H (-2.22, -1.74, 1.43)
H (1.51, -0.85, 0.87)
H (1.06, 0.40, 0.44)
O (1.76, 0.08, 1.06)
H (3.43, -0.27, 3.09)
H (4.22, -1.38, 3.85)
O (3.31, -0.97, 3.77)

SMILES: CCSSC.O.O
HOMO-LUMO gap, eV: 9.7
Net charge: 0
Highest occupied orbital energy, eV: -9.05

Mulliken atomic charge list, values in e, 8 entries: -1.313, -0.228, -0.104, -0.106, -0.488, 0.331, 0.388, 0.317

---

2 | Entry from OMol25: a 3-piece molecular cluster, C3H12O2S2 overall (wB97M-V/def2-TZVPD).

Geometry (Å):
C (0.59, 0.44, 1.15)
C (0.88, -0.81, 1.87)
C (-0.99, 1.04, 1.40)
S (-2.09, -0.33, 0.68)
S (-1.63, -1.28, -1.32)
H (0.80, 0.31, 0.07)
H (1.07, 1.37, 1.47)
H (1.66, -0.55, 2.60)
H (0.03, -1.10, 2.42)
H (1.31, -1.68, 1.22)
H (-1.19, 1.88, 0.94)
H (-1.25, 1.07, 2.53)
H (-2.76, -0.67, -1.95)
H (2.15, -0.60, -2.76)
H (3.13, 0.40, -2.16)
O (2.69, -0.33, -1.99)
H (2.19, 2.04, -0.89)
H (3.13, 2.24, 0.35)
O (3.12, 2.46, -0.52)

SMILES: CCCSS.O.O
HOMO-LUMO gap, eV: 8.6
Net charge: 0
Highest occupied orbital energy, eV: -9.01

Mulliken atomic charge list, values in e, 8 entries: -0.047, -1.061, -0.886, -0.113, -0.227, 0.124, 0.274, 0.297

---

3 | Entry from OMol25: a 3-piece molecular cluster, C3H12O2S2 overall (wB97M-V/def2-TZVPD).

Geometry (Å):
C (0.97, 2.04, -1.56)
C (-0.55, 2.26, -1.49)
C (1.47, 0.54, -1.52)
S (1.37, -0.24, 0.21)
S (0.18, -1.95, -0.08)
H (1.50, 2.49, -0.66)
H (1.33, 2.52, -2.48)
H (-0.87, 3.12, -0.91)
H (-0.95, 2.36, -2.49)
H (-1.05, 1.33, -1.12)
H (2.44, 0.37, -2.04)
H (0.62, -0.02, -1.90)
H (-0.98, -1.31, 0.05)
H (-5.63, 2.29, 1.41)
H (-6.57, 1.86, 0.30)
O (-6.39, 1.73, 1.26)
H (2.68, -2.68, 1.68)
H (2.31, -1.42, 2.54)
O (2.53, -2.33, 2.61)

SMILES: CCCSS.O.O
HOMO-LUMO gap, eV: 9.8
Net charge: 0
Highest occupied orbital energy, eV: -9.50

Mulliken atomic charge list, values in e, 8 entries: -0.220, -0.960, -0.749, -0.114, -0.180, 0.221, 0.335, 0.308

---

Tell me which of them is the most stable. Sure, it is 3.

---

1 | Entry from OMol25: one molecule with the formula CH4N2OS (wB97M-V/def2-TZVPD).

Geometry (Å):
C (0.67, 0.69, 0.06)
H (-1.61, -0.62, 1.27)
H (-1.14, 1.46, -0.35)
H (0.89, 1.74, 0.12)
H (0.46, -1.51, -0.58)
N (-0.66, 0.54, -0.42)
N (1.64, -0.13, 0.13)
O (1.43, -1.45, -0.20)
S (-1.69, -0.72, -0.03)

SMILES: O/N=C\NS
HOMO-LUMO gap, eV: 9.7
Net charge: 0
Highest occupied orbital energy, eV: -9.29

Mulliken atomic charge list, values in e, 8 entries: 0.128, 0.153, 0.294, 0.289, 0.324, -0.392, -0.314, -0.305

---

2 | Entry from OMol25: CH4N2OS as an isolated structure (wB97M-V/def2-TZVPD).

Geometry (Å):
C (0.28, -0.46, -1.14)
H (0.70, -0.80, 1.46)
H (2.29, -1.02, -0.84)
H (0.19, -0.87, -2.19)
H (-2.72, 0.25, 0.43)
N (1.39, -1.05, -0.35)
N (-0.90, 0.00, -0.94)
O (1.49, -0.42, 0.96)
S (-1.10, 0.99, 0.58)

HOMO-LUMO gap, eV: 8.7
Net charge: 0
Highest occupied orbital energy, eV: -8.82

Mulliken atomic charge list, values in e, 8 entries: 0.007, 0.361, 0.273, 0.286, 0.183, -0.165, -0.304, -0.422

---

3 | Entry from OMol25: one molecule with the formula CH4N2OS (wB97M-V/def2-TZVPD).

Geometry (Å):
C (0.69, 0.17, -0.28)
N (-1.78, -0.19, 0.13)
N (-0.59, -0.74, -0.11)
O (3.20, 0.57, -0.15)
S (2.22, -0.50, -0.03)
H (0.50, 1.15, -0.27)
H (-1.78, 0.66, 0.83)
H (-2.27, 0.20, -0.72)
H (-0.19, -1.31, 0.60)

HOMO-LUMO gap, eV: 8.4
Net charge: 0
Highest occupied orbital energy, eV: -8.69

Mulliken atomic charge list, values in e, 8 entries: -0.226, -0.527, -0.205, -0.506, 0.291, 0.418, 0.236, 0.267

---

4 | Entry from OMol25: a 2-piece molecular cluster, CH4N2OS overall (wB97M-V/def2-TZVPD).

Geometry (Å):
C (0.98, -0.23, -0.08)
N (-1.88, 0.20, 0.19)
N (-0.81, 0.98, 0.14)
O (3.41, -0.81, 0.05)
S (2.49, 0.34, -0.08)
H (0.70, -1.26, 0.09)
H (-2.01, -0.24, 1.09)
H (-2.18, -0.34, -0.61)
H (-0.69, 1.37, -0.79)

HOMO-LUMO gap, eV: 8.4
Net charge: 0
Highest occupied orbital energy, eV: -8.66

Mulliken atomic charge list, values in e, 8 entries: -0.245, -0.246, -0.320, -0.524, 0.277, 0.303, 0.254, 0.238

---

Tell me which of them is the most stable. Sure, it is 1.

---

1 | Entry from OMol25: one molecule with the formula C6H9P (wB97M-V/def2-TZVPD).

Geometry (Å):
C (-1.32, -0.44, -1.00)
C (-0.09, 0.13, -0.35)
C (1.34, -0.20, -0.73)
C (1.23, -1.35, 1.65)
C (0.81, -0.76, 0.55)
C (-0.29, 1.46, 0.38)
P (-2.53, 0.75, -1.11)
H (-1.19, -1.45, -1.44)
H (1.61, -0.69, -1.67)
H (2.09, 0.48, -0.37)
H (0.73, -1.46, 2.61)
H (2.30, -1.75, 1.71)
H (-3.40, 0.05, -2.05)
H (-0.59, 2.29, -0.28)
H (0.56, 1.56, 1.16)
H (-1.26, 1.36, 0.94)

SMILES: [H]/P=C/[C@]1(C)CC1=C
HOMO-LUMO gap, eV: 9.0
Net charge: 0
Highest occupied orbital energy, eV: -8.88

Mulliken atomic charge list, values in e, 8 entries: -0.472, 0.993, -0.733, -0.708, 0.050, -1.631, -0.102, 0.349

---

2 | Entry from OMol25: one molecule with the formula C6H9P (wB97M-V/def2-TZVPD).

Geometry (Å):
C (1.18, 0.63, 0.74)
C (1.20, -0.71, 0.17)
C (0.20, 1.38, 0.26)
C (-0.19, -0.70, -0.57)
C (-0.69, 0.56, -0.59)
C (-1.99, 0.93, -1.17)
P (1.73, -2.07, 1.49)
H (2.05, 0.92, 1.24)
H (2.00, -0.84, -0.59)
H (0.18, 2.38, 0.55)
H (-0.47, -1.49, -1.19)
H (-2.04, 1.96, -1.27)
H (-2.83, 0.66, -0.60)
H (-2.23, 0.51, -2.06)
H (0.70, -2.90, 1.25)
H (1.21, -1.21, 2.33)

SMILES: CC1=C[C@H](P)C=C1
HOMO-LUMO gap, eV: 9.3
Net charge: 0
Highest occupied orbital energy, eV: -8.44

Mulliken atomic charge list, values in e, 8 entries: -0.662, -0.015, -0.658, -0.812, 0.811, -1.601, 0.017, 0.490

---

3 | Entry from OMol25: one molecule with the formula C6H9P (wB97M-V/def2-TZVPD).

Geometry (Å):
C (0.25, -1.25, 0.39)
C (-0.52, -0.97, -0.73)
C (0.99, -0.10, 0.97)
C (-0.50, 0.22, -1.47)
C (1.50, -0.21, 2.41)
C (-1.55, 1.16, -1.96)
P (1.19, 1.28, 0.09)
H (0.26, -2.13, 1.02)
H (-1.32, -1.69, -0.72)
H (0.37, 0.36, -2.17)
H (0.69, -0.73, 2.97)
H (1.57, 0.84, 2.85)
H (2.46, -0.80, 2.63)
H (-1.46, 1.03, -3.01)
H (-1.34, 2.20, -1.66)
H (-2.60, 0.78, -1.62)

HOMO-LUMO gap, eV: 7.4
Net charge: 0
Highest occupied orbital energy, eV: -7.66

Mulliken atomic charge list, values in e, 8 entries: -0.753, -0.030, 0.632, -0.496, -1.073, -0.914, -0.100, 0.352

---

Tell me which of them is the most stable. Sure, it is 2.